No. 1
Below is a cluster of 2 separate species, C2H10N in total in a non-equilibrium geometry, with properties calculated with ωB97M-V/def2-TZVPD.

```
! wB97M-V def2-TZVPD RIJCOSX def2/J DEFGRID3
* xyz 1 1
N -0.51 -1.67 -1.04
C -0.18 0.99 1.30
C 0.80 0.97 0.06
H -0.70 1.95 1.13
H 0.31 1.06 2.24
H -0.18 -0.82 -1.61
H 0.32 1.42 -0.94
H 0.31 -2.28 -1.10
H -1.49 -1.77 -1.54
H -0.99 0.24 1.26
H 1.69 1.53 0.34
H 1.22 -0.14 0.00
H -0.59 -1.48 -0.09
*
```

Values from the calculation:
Energy relative to the best compared isomer or geometry (same formula, charge and spin) ... 28.2 kcal/mol
Largest force on an atom ... 4.95 eV/Å
E ... -136.64105 hartree

=====

No. 2
Below is a cluster of 2 separate species, C2H10N2 in total in a non-equilibrium geometry, with properties calculated with ωB97M-V/def2-TZVPD.

```
! wB97M-V def2-TZVPD RIJCOSX def2/J DEFGRID3
* xyz 0 1
N -1.56 -0.66 -1.70
N 0.88 2.29 5.95
C -0.56 -0.43 -2.77
C 0.49 -1.53 -2.68
H 1.16 3.10 6.46
H -1.98 0.19 -1.34
H 1.24 -1.47 -3.49
H -1.40 -1.13 -0.82
H 1.33 2.20 5.06
H 0.86 1.41 6.43
H 0.84 -1.63 -1.65
H 0.00 -2.44 -3.04
H -1.19 -0.50 -3.70
H -0.13 0.61 -2.73
*
```

Values from the calculation:
SMILES ... CCN.N
Energy relative to the best compared isomer or geometry (same formula, charge and spin) ... 14.8 kcal/mol
Largest force on an atom ... 1.52 eV/Å
E ... -191.67383 hartree

=====

No. 3
Below is a cluster of 2 separate species, C2H10N2 in total in a non-equilibrium geometry, with properties calculated with ωB97M-V/def2-TZVPD.

```
! wB97M-V def2-TZVPD RIJCOSX def2/J DEFGRID3
* xyz 0 1
N 1.33 -1.16 -3.45
N -0.22 -0.14 -1.85
C -1.90 1.61 6.57
C 1.20 -0.50 -2.16
H -2.57 2.12 5.89
H 1.84 0.36 -2.10
H -0.68 -0.05 -2.76
H 1.56 -1.16 -1.34
H -1.30 2.48 6.86
H 0.91 -0.57 -4.16
H -2.40 1.19 7.45
H -0.73 -0.97 -1.57
H 1.07 -2.12 -3.58
H -1.19 0.91 6.13
*
```

Values from the calculation:
SMILES ... NCN.C
Energy relative to the best compared isomer or geometry (same formula, charge and spin) ... 14.1 kcal/mol
Largest force on an atom ... 2.30 eV/Å
E ... -191.67499 hartree

=====

Molecular weight for the records above, in order: 48.11; 62.12; 62.12 g mol⁻¹